[1]
28
Properties=species:S:1:pos:R:3:mulliken_charge:R:1 method="wB97M-V/def2-TZVPD" gap_ev=7.56 e_tot_ha=-3106.57664 e_lumo_ha=-0.2863 charge=+2
Cl 1.21 -0.65 5.29 -0.096
C -1.29 2.08 -2.44 -0.830
C 0.83 -1.18 3.68 0.314
C -0.38 1.08 -2.11 0.773
H 2.86 -0.79 -0.81 0.058
Cl 2.34 0.92 2.73 -0.102
H -2.60 3.61 -1.67 0.467
H -1.99 3.13 0.71 0.444
H -1.55 2.28 -3.48 0.429
C 1.04 -0.89 1.30 -0.967
O 1.11 -0.78 -2.79 -0.582
Cl -0.61 -3.19 4.85 -0.094
C 0.02 -2.32 3.47 0.281
C -1.55 2.57 -0.10 -0.826
H 2.03 -0.54 -3.03 0.461
C 1.34 -0.47 2.58 0.160
H -0.50 -0.14 -3.86 0.364
Cl -1.31 -4.16 1.94 -0.131
C 0.28 0.29 -3.22 -0.472
N -0.04 0.83 -0.82 -0.097
Cl -0.29 -2.74 -0.68 -0.101
C -0.30 -2.76 2.16 0.019
C 0.20 -2.06 1.05 0.669
H -0.34 1.32 1.16 0.309
C -1.88 2.83 -1.43 -0.204
H 0.88 0.97 -3.84 0.418
C -0.63 1.56 0.15 0.190
Sn 1.11 -0.79 -0.81 1.145

---

[2]
31
Properties=species:S:1:pos:R:3:mulliken_charge:R:1 method="wB97M-V/def2-TZVPD" gap_ev="9.04 / 7.72" e_tot_ha=-1816.14975 spin_multiplicity=3 e_lumo_ha="0.1097 / 0.0545" e_above_lowest_ev=0.000 charge=-1
P -0.94 3.00 1.11 0.933
C -0.63 -0.87 3.43 -0.127
O -1.55 4.31 1.29 -0.770
H 5.05 -0.14 0.89 0.421
N 1.46 -0.35 3.19 1.059
H 1.74 0.25 -1.84 0.445
H 4.50 0.21 -1.78 0.369
O -1.97 1.79 1.62 -0.071
O -3.51 -0.17 1.85 -0.719
B 2.92 -0.38 2.64 -0.025
Pd -0.03 0.51 0.87 0.419
H -0.80 -0.18 5.54 0.405
H 3.53 0.51 3.19 -0.139
C 3.81 0.11 -0.96 -0.835
O -3.86 1.47 -0.07 -0.507
H 3.41 -1.47 2.85 -0.157
N 1.92 -0.03 0.22 -0.250
H 1.86 0.39 5.11 0.447
H -1.62 -1.18 3.11 0.580
O -1.85 -0.03 -0.16 -0.685
P -2.82 0.62 0.81 1.035
N 0.39 -0.89 2.55 -1.192
C 2.42 0.13 -1.00 -0.308
H -4.64 1.63 0.46 0.314
C 1.12 -0.03 4.44 -0.344
O -0.34 2.49 -0.18 -0.524
C 4.10 -0.06 0.38 -0.255
N 2.96 -0.13 1.08 0.386
H 0.08 3.25 2.99 0.270
C -0.21 -0.34 4.65 -0.837
O 0.26 2.74 2.20 -0.335

---

[3]
105
Properties=species:S:1:pos:R:3:mulliken_charge:R:1 method="wB97M-V/def2-TZVPD" gap_ev=9.93 e_tot_ha=-2007.45426 smiles=OCCO.OCCO.OCCO.CCO.CCO.CCO.CCO.CCO.CCO.CCO.CO.CO e_lumo_ha=0.0054 e_above_lowest_ev=0.393
H -3.35 -4.73 2.97 0.286
H -3.79 3.89 -3.56 0.322
H -0.15 0.89 -4.57 0.602
H 1.18 3.50 -0.19 -0.851
O -4.87 0.26 1.62 -0.652
C 1.46 -4.39 -1.52 -0.797
H 0.25 3.61 -1.61 -0.697
H -0.55 -1.10 0.78 -0.579
C -1.48 1.06 4.36 -0.906
H -1.43 -1.58 -1.08 0.045
C -2.30 -4.67 2.67 -0.784
H -0.98 1.58 5.18 0.355
C -1.16 -0.41 4.34 0.763
H 2.86 2.22 -5.35 0.315
H -1.19 1.54 3.43 -0.003
O -2.53 2.26 -1.66 -0.374
C 0.37 1.17 -3.65 0.145
H 5.78 1.04 -1.62 0.304
H 0.85 -1.40 -0.20 -0.073
H -5.14 2.47 -2.37 0.334
H 0.80 -3.75 0.42 -0.166
H -2.28 3.09 -2.10 0.115
H 2.76 2.50 1.17 -0.085
C 3.61 -0.49 -2.00 0.017
H 2.77 -0.87 -2.58 0.265
H -1.69 -4.92 3.54 0.269
C 0.44 0.67 0.07 1.458
H 1.11 0.73 0.93 -0.406
C -3.49 -2.87 -1.19 0.376
C 3.85 -0.85 2.04 -0.376
C 2.84 2.99 2.15 -0.809
H -3.12 -0.16 0.63 -0.027
O 2.22 1.57 -5.01 -0.593
O 0.43 3.12 2.46 -0.576
H -0.39 1.63 -3.01 -0.371
H 0.96 3.12 -4.34 0.428
O 3.89 -3.18 1.32 -0.572
H -5.03 1.36 -3.71 0.387
H 1.49 5.75 -1.87 0.366
O -4.10 3.13 -4.06 -0.527
C -3.42 0.19 1.61 0.282
H 0.95 1.07 -0.81 -0.536
H 3.78 2.65 2.59 0.413
H 1.76 3.08 4.00 0.536
H 1.75 -5.29 -2.06 0.356
H 4.11 -0.62 1.01 0.090
H 3.21 0.30 -1.35 -0.260
C 3.34 -2.27 2.26 0.010
O 5.90 0.27 -2.18 -0.561
H -2.12 -3.31 1.29 0.171
C 1.42 2.19 -4.00 -0.358
H 0.17 -5.31 -0.02 0.282
H -1.17 -0.77 3.30 -0.599
C -4.46 2.10 -3.15 -0.807
O -0.69 1.53 0.35 -0.366
O 2.09 -5.30 0.66 -0.614
C -3.28 1.41 -2.50 0.326
H -2.54 1.27 4.52 0.414
H 0.65 -3.88 -2.05 0.215
H -2.63 0.98 -3.27 0.136
H -0.48 5.97 -0.73 0.477
H -3.15 -0.49 2.41 -0.063
C -0.03 -0.73 -0.10 0.853
H -2.10 -5.42 1.89 0.273
C 0.78 4.25 -0.88 1.830
H 0.51 4.82 1.64 0.379
H -3.68 -3.43 -2.12 0.400
O -1.93 -3.37 2.24 -0.190
H -1.90 -1.04 4.85 0.342
H 2.71 -4.62 0.94 0.349
H -5.20 0.23 0.72 0.326
H 2.26 -2.32 2.11 -0.083
H 0.15 2.52 1.75 0.116
C 4.70 0.03 -2.91 -0.606
O -2.25 -3.32 -0.62 -0.531
H 3.13 -0.05 2.28 -0.247
C 1.07 -4.69 -0.09 0.333
H 2.32 -3.71 -1.53 0.054
H 4.93 -0.71 -3.67 0.379
H -4.66 -4.29 -0.09 0.352
H -1.66 -3.64 -1.30 0.152
H 0.39 -1.56 4.55 0.343
C -0.22 5.09 -0.12 -0.524
C -4.63 -3.22 -0.25 -1.330
H 4.37 0.93 -3.44 0.233
H 4.00 -1.26 -1.33 0.264
H 4.71 -0.65 2.69 0.481
H -3.70 0.62 -1.87 -0.088
O 0.16 -0.68 4.85 -0.607
H 0.71 0.30 -3.09 -0.345
O 1.85 4.98 -1.43 -0.556
H 4.85 -3.22 1.44 0.288
H 2.07 2.44 -3.15 0.243
H -1.17 4.55 -0.01 0.177
H 2.93 4.07 1.98 0.359
C 1.64 2.64 3.01 0.203
H -5.57 -2.88 -0.67 0.393
H -3.45 -1.81 -1.45 -0.118
H -1.29 1.42 -0.40 -0.021
H 1.60 1.55 3.18 -0.109
H -4.48 -2.74 0.72 0.274
H -3.02 1.17 1.89 0.133
H 3.57 -2.57 3.29 0.401
O -0.84 -0.84 -1.26 -0.456
O 0.26 5.59 1.09 -0.595

---

[4]
36
Properties=species:S:1:pos:R:3:mulliken_charge:R:1 method="wB97M-V/def2-TZVPD" gap_ev=4.31 e_tot_ha=-1129.41350 e_lumo_ha=0.0084
H 2.71 0.89 2.68 0.305
N 0.75 1.37 1.09 0.245
H 1.58 -0.80 3.95 0.375
O 0.08 -0.65 0.13 -0.601
H -3.76 -0.54 -0.78 -0.016
C 0.08 -0.19 -4.11 -0.336
H -3.23 1.47 -1.61 0.002
C 0.89 2.17 -0.19 -0.971
H -2.47 0.85 0.40 0.025
C -0.22 -1.95 2.36 -1.005
C 1.00 2.11 2.31 -0.743
Tl -0.77 -0.40 -1.69 -0.100
H -0.64 -2.31 1.44 0.297
H -2.21 -0.20 -4.52 0.431
H 0.20 3.03 -0.20 0.310
H 2.05 1.66 4.10 0.403
H 0.50 -3.31 -2.65 0.302
H 2.02 -1.02 -3.16 0.332
P -2.80 0.40 -0.95 0.294
C 1.78 1.16 3.18 -0.719
H 0.38 0.86 -4.42 0.296
H 1.52 3.01 2.10 0.422
H -2.12 -2.81 -3.49 0.321
H 0.05 2.33 2.78 0.284
H 0.56 -2.66 2.68 0.312
H -1.00 -1.95 3.12 0.339
C 0.96 -0.05 3.49 -0.697
H 1.93 2.56 -0.24 0.332
C 0.93 -1.17 -3.39 -0.438
C -1.29 -0.76 -4.18 -0.488
H 0.73 1.58 -1.11 0.236
C 0.40 0.14 1.21 0.664
C -1.23 -2.11 -3.63 -0.447
N 0.39 -0.57 2.27 0.179
C 0.13 -2.36 -3.15 -0.515
H 0.13 0.19 4.16 0.367

---

[5]
14
Properties=species:S:1:pos:R:3:mulliken_charge:R:1 method="wB97M-V/def2-TZVPD" gap_ev=9.46 e_tot_ha=-415.82207 e_lumo_ha=0.0241 e_above_lowest_ev=5.947
N 0.27 -2.61 -0.82 -0.528
C -1.55 0.51 0.34 -0.178
H -1.15 2.37 1.55 0.233
H 1.93 1.61 -0.52 0.330
C -0.66 1.31 1.08 -0.703
O -1.00 -0.45 -0.42 -0.393
C 0.87 0.99 0.61 0.436
H -0.85 -2.64 -0.76 0.301
H -2.64 0.39 0.43 0.375
H 0.55 -2.60 -1.91 0.280
C 0.32 -0.33 -0.13 0.400
O 1.13 1.99 -0.38 -0.465
N 1.06 -1.43 -0.43 -0.468
H 1.72 0.91 1.35 0.380

---

[6]
9
Properties=species:S:1:pos:R:3:mulliken_charge:R:1 method="wB97M-V/def2-TZVPD" gap_ev="6.01 / 6.85" e_tot_ha=-416.45167 spin_multiplicity=2 e_lumo_ha="0.1444 / 0.1380" e_above_lowest_ev=0.129 charge=-1
O 0.58 -0.94 0.04 -0.245
O 0.82 0.46 -1.73 -0.419
C 1.37 -0.36 -0.86 0.586
C -0.83 -1.01 -0.01 -0.494
C -1.65 0.05 -0.16 0.001
H -1.16 -2.05 0.07 0.319
O 2.57 -0.53 -0.80 -0.594
O -2.87 0.27 -0.17 -0.508
H 0.15 -0.05 -2.33 0.354